No. 1
{"formula": "C14H14N2O2S", "method": "ωB97M-V/def2-TZVPD", "species": ["H", "C", "C", "H", "C", "H", "C", "H", "H", "C", "H", "H", "H", "C", "O", "H", "C", "O", "N", "C", "C", "S", "C", "N", "C", "H", "H", "C", "H", "C", "H", "H", "C"], "coordinates": [[3.6065, -0.9852, 0.7084], [0.4458, -0.5795, -0.5979], [-1.5149, 3.5622, -0.0194], [-2.1018, -4.0919, 1.9794], [2.1395, 2.6676, -1.1980], [-1.8742, -3.0744, -0.3754], [1.2862, -2.3784, 0.7929], [-2.1530, 4.7850, 1.6719], [4.0674, 0.9866, -0.6932], [-1.4258, -4.8023, 1.5250], [-1.3686, -5.7431, 2.0174], [2.2428, 1.0822, -2.5642], [-1.8657, -5.0293, 0.5542], [1.5040, -1.1724, 0.1007], [-0.3984, 2.1869, -2.6211], [-1.8173, 4.2415, -0.8545], [3.0472, 0.5595, -0.6587], [-0.0887, -4.2939, 1.3977], [0.6372, 0.7142, -1.2499], [0.0645, -3.0790, 0.7116], [-0.4019, 1.5606, -1.5677], [-1.7803, 1.8031, -0.4810], [-0.9444, -2.5486, -0.1140], [2.2084, 3.8039, -0.9660], [-2.3099, 3.7787, 1.2691], [-0.4186, 3.7110, 0.1684], [-1.5301, -0.8880, -1.3462], [1.9824, 1.2476, -1.5010], [2.0300, -2.8790, 1.3970], [-0.7272, -1.2934, -0.7205], [-3.3874, 3.6095, 1.1099], [-1.9860, 3.1147, 2.0402], [2.8321, -0.5763, 0.0850]], "e_tot_ha": -1200.00238, "e_lumo_ev": 0.004, "homo_lumo_gap_ev": 8.3, "fmax_ev_per_a": 3.1, "smiles": "CCSC(=O)N1c2ccc(OC)cc2C=C[C@@H]1C#N", "multiplicity": 1}



No. 2
{"formula": "C5H7N", "method": "ωB97M-V/def2-TZVPD", "species": ["C", "H", "H", "C", "C", "H", "N", "H", "H", "H", "C", "C", "H"], "coordinates": [[0.6193, 0.0234, 0.6334], [-0.3273, -0.2278, -1.3342], [0.0073, 2.2231, 0.7734], [-1.0774, -0.6280, -0.4865], [-1.3878, 0.7627, -0.0178], [0.2801, -1.9575, 0.3331], [-0.2276, -1.1146, 0.5919], [-1.8830, -1.3382, -0.7459], [2.4286, 0.8347, -0.0744], [-2.2665, 1.3039, -0.3301], [1.8425, -0.0485, 0.1145], [-0.2888, 1.1956, 0.6011], [2.2806, -1.0288, -0.0585]], "e_tot_ha": -249.38503, "e_lumo_ev": 1.091, "homo_lumo_gap_ev": 9.6, "fmax_ev_per_a": 2.5, "smiles": "C=C1C=CCN1", "multiplicity": 1}



Repeat the second record exactly.
{"formula": "C5H7N", "method": "ωB97M-V/def2-TZVPD", "species": ["C", "H", "H", "C", "C", "H", "N", "H", "H", "H", "C", "C", "H"], "coordinates": [[0.6193, 0.0234, 0.6334], [-0.3273, -0.2278, -1.3342], [0.0073, 2.2231, 0.7734], [-1.0774, -0.6280, -0.4865], [-1.3878, 0.7627, -0.0178], [0.2801, -1.9575, 0.3331], [-0.2276, -1.1146, 0.5919], [-1.8830, -1.3382, -0.7459], [2.4286, 0.8347, -0.0744], [-2.2665, 1.3039, -0.3301], [1.8425, -0.0485, 0.1145], [-0.2888, 1.1956, 0.6011], [2.2806, -1.0288, -0.0585]], "e_tot_ha": -249.38503, "e_lumo_ev": 1.091, "homo_lumo_gap_ev": 9.6, "fmax_ev_per_a": 2.5, "smiles": "C=C1C=CCN1", "multiplicity": 1}